[1]
{
  "formula": "C27H41F6N4O11S4",
  "method": "ωB97M-V with the def2-TZVPD basis set",
  "e_tot_ha": -4291.68127,
  "gap_ev": 7.3,
  "charge": -1,
  "largest_force_ev_per_a": 6.2,
  "lumo_energy_ev": 1.1,
  "spin_multiplicity": 1,
  "species": ["C", "C", "C", "C", "O", "O", "C", "C", "C", "C", "C", "C", "N", "S", "C", "O", "O", "C", "C", "C", "C", "C", "C", "C", "C", "S", "C", "N", "N", "C", "O", "C", "C", "C", "C", "O", "O", "H", "H", "H", "H", "H", "H", "H", "H", "H", "H", "H", "H", "H", "H", "H", "H", "H", "H", "H", "H", "H", "H", "H", "H", "H", "H", "H", "H", "H", "H", "H", "H", "H", "H", "H", "H", "H", "H", "H", "H", "H", "C", "F", "F", "F", "S", "O", "O", "N", "S", "O", "O", "C", "F", "F", "F"],
  "xyz": [[4.128, -1.202, -0.329], [2.842, -0.746, -0.789], [1.554, -0.589, 0.187], [1.464, -1.772, 1.303], [2.354, -2.281, 1.991], [0.065, -2.052, 1.302], [-0.774, -0.972, 0.739], [-0.872, -0.002, 2.047], [-2.005, 1.131, 1.928], [-2.921, 1.027, 3.253], [-4.277, 1.889, 3.164], [-5.554, 0.909, 3.030], [-6.452, 0.953, 4.231], [-2.355, -1.897, 0.409], [-2.009, -3.738, 0.570], [-2.983, -1.613, -0.931], [-3.437, -1.629, 1.455], [0.114, -0.435, -0.508], [-0.357, 1.064, -0.958], [0.358, 2.248, -0.150], [-0.620, 3.554, -0.207], [-0.539, 4.214, -1.677], [-1.833, 5.081, -2.068], [-3.016, 4.228, -2.751], [-4.361, 4.217, -1.830], [-5.825, 3.762, -2.877], [-6.550, 2.165, -2.347], [-6.142, 0.874, -2.869], [-6.879, -0.122, -2.296], [-7.813, 0.478, -1.401], [-7.602, 1.888, -1.422], [0.033, -1.199, -1.918], [0.433, -2.748, -1.913], [-0.712, -3.589, -2.709], [-0.056, -4.595, -3.799], [0.968, -5.267, -3.528], [-0.716, -4.693, -5.066], [4.599, -2.158, -0.766], [4.727, -0.694, 0.507], [2.793, -0.459, -1.905], [1.928, 0.278, 0.861], [0.154, 0.407, 2.324], [-1.178, -0.716, 2.903], [-2.608, 1.062, 0.962], [-1.456, 2.145, 2.009], [-2.299, 1.494, 4.108], [-3.135, -0.065, 3.532], [-4.254, 2.725, 2.383], [-4.392, 2.411, 4.188], [-6.185, 1.157, 2.093], [-5.217, -0.183, 2.891], [-7.235, 1.596, 4.055], [-6.836, 0.011, 4.390], [-2.856, -4.303, 0.040], [-1.028, -4.047, 0.086], [-2.043, -4.025, 1.678], [-1.505, 1.175, -0.932], [-0.076, 1.216, -2.069], [1.326, 2.596, -0.679], [0.641, 1.997, 0.923], [-0.350, 4.307, 0.626], [-1.687, 3.163, 0.007], [0.342, 4.958, -1.632], [-0.343, 3.436, -2.487], [-1.478, 5.858, -2.847], [-2.243, 5.696, -1.186], [-3.288, 4.699, -3.770], [-2.711, 3.139, -2.986], [-4.503, 5.319, -1.515], [-4.184, 3.544, -0.928], [-8.587, -0.093, -0.786], [0.793, -0.667, -2.607], [-0.990, -0.994, -2.414], [0.692, -3.193, -0.900], [1.382, -2.870, -2.562], [-1.395, -2.896, -3.303], [-1.346, -4.246, -2.029], [-1.619, -4.345, -4.882], [11.534, -0.530, 0.974], [12.198, 0.642, 0.922], [11.671, -1.104, -0.243], [12.215, -1.320, 1.835], [9.782, -0.333, 1.453], [9.214, 0.508, 0.414], [9.832, 0.274, 2.770], [9.400, -1.871, 1.398], [7.887, -2.156, 1.782], [6.886, -1.705, 0.831], [7.534, -1.972, 3.176], [7.944, -3.968, 1.559], [8.851, -4.555, 2.372], [8.293, -4.319, 0.300], [6.762, -4.564, 1.810]],
  "atomic_forces_ev_per_a": [[-1.644, 0.664, -0.141], [1.492, -1.043, 0.402], [2.857, 1.260, 0.385], [1.001, 0.543, -0.897], [-4.027, 1.573, -2.484], [1.123, -0.614, 0.765], [2.958, 0.073, 1.306], [-1.607, -0.480, -0.468], [0.638, 0.076, 1.483], [0.322, 1.070, -0.129], [-0.294, -0.628, 1.232], [-0.243, -0.158, -1.059], [0.111, -0.245, -0.583], [-6.202, -0.245, -0.234], [0.229, -0.750, 0.077], [2.779, -0.512, 2.041], [3.687, -0.506, -1.534], [-0.496, 1.037, -0.453], [0.948, 0.350, 0.163], [-0.478, 1.435, -0.498], [-0.011, -0.946, -0.190], [-0.161, 1.050, 1.064], [0.256, 0.083, -0.781], [-0.596, -0.144, -0.121], [1.786, 0.598, -0.021], [-0.918, -1.355, 0.921], [0.360, -5.556, -0.275], [-1.553, 3.762, 2.015], [-2.923, 3.112, 2.656], [3.997, 0.435, -3.377], [0.541, -1.388, -0.683], [0.471, -0.143, 0.032], [-0.125, -0.313, -1.702], [0.466, -0.638, -0.971], [2.181, -1.509, 1.198], [-3.920, 2.585, -1.596], [0.343, 0.330, 2.814], [0.001, 2.510, -0.399], [-1.635, -1.722, -0.283], [-0.731, -1.761, 1.575], [-1.312, -0.894, -0.898], [-1.332, -0.608, -0.726], [0.541, 1.053, -1.459], [0.766, 0.052, 1.389], [-1.140, -1.485, -0.507], [-0.803, -0.920, -1.282], [0.202, 1.653, -0.579], [0.082, -1.354, 0.834], [0.009, -0.741, -1.626], [1.173, -0.275, 1.191], [-0.283, 1.776, 0.170], [0.479, -0.514, 0.196], [0.124, 0.802, -0.117], [0.996, 1.351, 0.660], [-1.251, 0.610, 0.832], [0.245, 0.715, -1.629], [1.765, -0.385, 0.195], [-0.416, -0.433, 1.785], [-1.356, -0.898, 0.834], [-0.582, 0.234, -1.447], [-0.408, -1.051, -1.464], [1.558, 0.802, -0.358], [-1.165, -1.316, -0.298], [-0.239, 1.010, 1.115], [-0.622, -1.165, 1.206], [0.704, -1.046, -1.113], [0.366, -0.709, 1.628], [-0.370, 1.678, 0.497], [-0.129, -1.908, -0.245], [-0.571, 0.915, -1.165], [1.281, 1.545, -0.914], [-1.186, -0.762, 1.273], [1.505, -0.526, 1.128], [-0.556, 0.641, -1.306], [-1.404, 0.201, 1.265], [0.774, -0.732, 1.068], [0.754, 0.919, -0.920], [0.778, -0.145, -0.466], [1.698, -0.756, -0.518], [-0.693, -0.232, 0.157], [-0.345, 0.296, 0.375], [-0.474, 0.354, -0.103], [-0.035, 1.942, 0.199], [0.348, -0.899, 0.459], [0.035, -0.785, -0.736], [-0.676, 0.639, 0.216], [-1.598, 0.163, 0.664], [0.920, -0.315, 0.293], [0.575, -0.181, -0.866], [0.554, -1.848, -0.367], [-0.343, 0.497, -0.118], [-0.215, 0.427, 0.354], [0.289, 0.716, -0.004]],
  "mulliken_charge": [-0.906, -0.496, -0.325, 0.296, -0.610, -0.372, 0.344, -1.571, 0.081, -0.974, -0.608, 0.009, -0.723, 1.590, -1.003, -0.697, -0.700, 2.475, -1.449, -0.685, -0.144, -0.552, -0.825, -0.512, -0.318, -0.169, 0.400, -0.209, -0.322, 0.054, -0.248, -1.738, -0.804, -0.672, 0.567, -0.534, -0.494, 0.194, 0.270, 0.281, 0.384, 0.444, 0.646, 0.123, 0.123, 0.312, 0.407, 0.278, 0.353, 0.069, 0.130, 0.240, 0.232, 0.390, 0.348, 0.307, 0.258, 0.680, 0.462, 0.302, 0.314, -0.208, 0.360, 0.142, 0.364, 0.365, 0.477, 0.228, 0.382, -0.050, 0.342, 0.404, 0.651, 0.399, 0.553, 0.413, 0.118, 0.376, 0.643, -0.222, -0.241, -0.242, 1.009, -0.651, -0.647, -0.339, 1.002, -0.581, -0.664, 0.630, -0.248, -0.244, -0.221]
}

=====

[2]
{
  "formula": "C10H19N2O",
  "method": "ωB97M-V with the def2-TZVPD basis set",
  "e_tot_ha": -576.99163,
  "gap_ev": [5.8, 5.8],
  "charge": -1,
  "largest_force_ev_per_a": 4.5,
  "e_above_lowest_ev": 0.0000,
  "lumo_energy_ev": [3.8, 3.8],
  "spin_multiplicity": 1,
  "species": ["C", "C", "C", "C", "C", "C", "C", "C", "C", "C", "N", "N", "O", "H", "H", "H", "H", "H", "H", "H", "H", "H", "H", "H", "H", "H", "H", "H", "H", "H", "H", "H"],
  "xyz": [[-0.723, -0.222, -0.002], [1.819, -0.100, -0.835], [1.022, 0.625, 1.436], [1.356, 1.078, -1.584], [2.450, -1.280, -1.490], [1.102, -0.041, 2.834], [1.422, 2.096, 1.494], [-2.855, -0.436, -1.672], [-2.693, -1.542, 0.530], [-2.270, -0.311, -0.200], [-0.356, 0.503, 0.950], [2.100, -0.109, 0.541], [2.693, -1.149, 1.034], [1.576, 0.859, -2.688], [1.860, 1.979, -1.104], [0.181, 1.334, -1.525], [3.520, -1.275, -1.337], [2.319, -1.225, -2.617], [2.161, -2.180, -1.100], [0.587, 0.678, 3.633], [2.068, -0.313, 3.201], [0.606, -0.918, 2.863], [1.338, 2.591, 0.506], [2.519, 1.963, 1.413], [0.953, 2.578, 2.318], [-3.879, -0.130, -1.828], [-2.480, -1.436, -2.154], [-2.316, 0.352, -2.163], [-3.810, -1.564, 0.399], [-2.528, -1.484, 1.581], [-2.326, -2.486, 0.125], [-2.737, 0.548, 0.317]],
  "atomic_forces_ev_per_a": [[-0.474, -1.143, -1.697], [0.892, -1.484, 4.112], [-0.028, -0.722, -0.216], [-1.876, 1.709, -0.716], [0.740, 2.611, -2.951], [-0.125, 4.341, 1.266], [1.779, -1.271, -2.288], [2.991, -0.498, 0.408], [-2.396, -0.533, -0.147], [0.116, 0.073, -0.315], [0.195, 0.694, 1.356], [-2.598, 0.407, -3.319], [0.144, -0.048, 0.236], [-0.026, 0.923, 1.529], [-0.317, -0.804, -1.510], [2.785, -0.842, -0.042], [0.585, 0.196, 0.207], [-0.170, -0.231, 1.225], [-1.194, -2.244, 1.030], [0.997, -1.395, -1.694], [0.987, 0.456, -0.135], [-2.059, -2.850, -0.279], [-1.143, 0.007, 0.815], [-0.056, 0.794, 1.504], [0.075, 0.717, 0.515], [-0.573, -0.718, 0.399], [-1.152, 1.755, 0.828], [0.471, 0.356, -0.931], [0.627, -0.351, 0.262], [0.450, -0.063, 0.845], [0.361, 0.160, -0.047], [-0.009, -0.002, -0.252]],
  "mulliken_charge": [-0.872, 0.871, 0.999, -1.013, -1.508, -1.566, -1.654, -1.312, -1.515, 0.636, -0.100, 0.557, -0.844, 0.391, 0.164, 0.143, 0.336, 0.350, 0.354, 0.232, 0.377, 0.485, 0.251, 0.446, 0.450, 0.419, 0.257, 0.304, 0.371, 0.406, 0.321, 0.266]
}

=====

[3]
{
  "formula": "C4H6O2S2",
  "method": "ωB97M-V with the def2-TZVPD basis set",
  "smiles": "S=CO[C@@H]1CSCO1",
  "e_tot_ha": -1102.79239,
  "gap_ev": 9.1,
  "charge": 0,
  "largest_force_ev_per_a": 5.8,
  "e_above_lowest_ev": 2.8721,
  "lumo_energy_ev": 0.1,
  "spin_multiplicity": 1,
  "species": ["S", "C", "O", "C", "C", "S", "C", "O", "H", "H", "H", "H", "H", "H"],
  "xyz": [[-0.887, 0.608, -3.190], [-1.167, 0.267, -1.607], [-0.298, 0.515, -0.629], [-0.705, 0.200, 0.705], [0.371, 0.992, 1.406], [1.695, -0.255, 2.021], [0.755, -1.566, 1.185], [-0.623, -1.105, 1.045], [-2.199, 0.050, -1.180], [-1.646, 0.560, 0.940], [0.827, 1.785, 0.952], [0.115, 1.393, 2.440], [1.322, -1.568, 0.277], [0.496, -2.504, 1.807]],
  "atomic_forces_ev_per_a": [[-0.190, -0.647, 1.415], [-1.342, 1.096, -0.576], [-0.398, -0.938, -1.350], [3.303, 0.991, 0.119], [0.447, -1.500, 5.589], [-1.016, 0.738, -0.074], [-1.753, -0.501, 1.705], [0.562, -0.760, -0.525], [1.119, -0.223, -0.798], [-2.181, 0.591, 0.056], [0.935, 1.630, -1.919], [-0.537, -0.455, -1.441], [-0.536, -1.252, -0.919], [1.588, 1.229, -1.282]],
  "mulliken_charge": [-0.243, -0.056, -0.293, -0.063, -0.722, -0.165, -0.341, -0.380, 0.274, 0.617, 0.455, 0.301, 0.300, 0.316]
}

=====

Copy entry 2 word for word.
{
  "formula": "C10H19N2O",
  "method": "ωB97M-V with the def2-TZVPD basis set",
  "e_tot_ha": -576.99163,
  "gap_ev": [5.8, 5.8],
  "charge": -1,
  "largest_force_ev_per_a": 4.5,
  "e_above_lowest_ev": 0.0000,
  "lumo_energy_ev": [3.8, 3.8],
  "spin_multiplicity": 1,
  "species": ["C", "C", "C", "C", "C", "C", "C", "C", "C", "C", "N", "N", "O", "H", "H", "H", "H", "H", "H", "H", "H", "H", "H", "H", "H", "H", "H", "H", "H", "H", "H", "H"],
  "xyz": [[-0.723, -0.222, -0.002], [1.819, -0.100, -0.835], [1.022, 0.625, 1.436], [1.356, 1.078, -1.584], [2.450, -1.280, -1.490], [1.102, -0.041, 2.834], [1.422, 2.096, 1.494], [-2.855, -0.436, -1.672], [-2.693, -1.542, 0.530], [-2.270, -0.311, -0.200], [-0.356, 0.503, 0.950], [2.100, -0.109, 0.541], [2.693, -1.149, 1.034], [1.576, 0.859, -2.688], [1.860, 1.979, -1.104], [0.181, 1.334, -1.525], [3.520, -1.275, -1.337], [2.319, -1.225, -2.617], [2.161, -2.180, -1.100], [0.587, 0.678, 3.633], [2.068, -0.313, 3.201], [0.606, -0.918, 2.863], [1.338, 2.591, 0.506], [2.519, 1.963, 1.413], [0.953, 2.578, 2.318], [-3.879, -0.130, -1.828], [-2.480, -1.436, -2.154], [-2.316, 0.352, -2.163], [-3.810, -1.564, 0.399], [-2.528, -1.484, 1.581], [-2.326, -2.486, 0.125], [-2.737, 0.548, 0.317]],
  "atomic_forces_ev_per_a": [[-0.474, -1.143, -1.697], [0.892, -1.484, 4.112], [-0.028, -0.722, -0.216], [-1.876, 1.709, -0.716], [0.740, 2.611, -2.951], [-0.125, 4.341, 1.266], [1.779, -1.271, -2.288], [2.991, -0.498, 0.408], [-2.396, -0.533, -0.147], [0.116, 0.073, -0.315], [0.195, 0.694, 1.356], [-2.598, 0.407, -3.319], [0.144, -0.048, 0.236], [-0.026, 0.923, 1.529], [-0.317, -0.804, -1.510], [2.785, -0.842, -0.042], [0.585, 0.196, 0.207], [-0.170, -0.231, 1.225], [-1.194, -2.244, 1.030], [0.997, -1.395, -1.694], [0.987, 0.456, -0.135], [-2.059, -2.850, -0.279], [-1.143, 0.007, 0.815], [-0.056, 0.794, 1.504], [0.075, 0.717, 0.515], [-0.573, -0.718, 0.399], [-1.152, 1.755, 0.828], [0.471, 0.356, -0.931], [0.627, -0.351, 0.262], [0.450, -0.063, 0.845], [0.361, 0.160, -0.047], [-0.009, -0.002, -0.252]],
  "mulliken_charge": [-0.872, 0.871, 0.999, -1.013, -1.508, -1.566, -1.654, -1.312, -1.515, 0.636, -0.100, 0.557, -0.844, 0.391, 0.164, 0.143, 0.336, 0.350, 0.354, 0.232, 0.377, 0.485, 0.251, 0.446, 0.450, 0.419, 0.257, 0.304, 0.371, 0.406, 0.321, 0.266]
}